The following is a DFT calculation (ωB97M-V/def2-TZVPD) of a 2-piece molecular cluster, C10H15BO7P overall at a distorted geometry.

```
34
Properties=species:S:1:pos:R:3:forces:R:3:nbo_charge:R:1
C 4.793761 -0.916687 0.036217 -0.14 -0.36 -0.73 -0.738
C 5.341342 0.490291 -0.114265 -1.06 -0.52 -0.28 0.805
O 6.351759 0.752298 0.444074 2.54 0.53 1.20 -0.625
O 4.778318 1.411257 -0.874791 -1.06 -0.53 -0.28 -0.509
C 3.311535 1.332238 -0.992020 -0.67 0.62 -0.20 -0.303
B 2.466475 1.837730 0.327122 -0.21 0.07 -0.44 -0.187
C 1.726160 0.627518 1.192573 -1.25 0.56 0.06 -1.046
P 0.675799 -0.453562 0.208205 2.06 -0.85 0.15 2.345
O 1.418034 -1.572326 -0.410587 0.27 -0.53 -0.24 -1.173
O -0.054865 0.335919 -0.989641 -0.75 0.24 0.82 -0.991
O -0.501072 -1.111063 1.145580 -0.35 0.80 -0.20 -1.020
H 4.395817 -1.096171 1.031336 -0.17 0.24 0.00 0.232
H 5.641411 -1.595859 -0.075434 0.10 0.18 0.07 0.220
H 4.062173 -1.205554 -0.714445 -0.22 0.08 0.22 0.237
H 3.059800 2.022041 -1.802956 0.40 0.02 0.00 0.184
H 2.991305 0.350683 -1.362656 0.34 -0.05 0.07 0.170
H 3.120609 2.555806 1.056381 0.26 -0.21 0.16 -0.033
H 1.564919 2.551240 -0.088340 -0.15 0.00 -0.10 -0.052
H 1.044495 1.129212 1.895307 0.16 0.03 0.02 0.236
H 2.415069 0.041085 1.806529 -0.18 -0.43 -0.26 0.241
H 0.016528 -0.242917 -1.762038 0.10 0.01 0.11 0.511
H -0.092046 -1.740940 1.752888 0.03 0.07 -0.17 0.506
C -6.106937 -0.929555 0.420187 -0.09 0.02 -0.02 -0.232
C -6.180046 -0.050478 -0.574371 -0.07 -0.04 0.04 -0.236
C -4.954676 0.490986 -1.215365 0.13 0.05 -0.04 0.488
O -5.027968 1.294694 -2.121913 -0.08 -0.03 0.00 -0.500
C -3.647934 0.012975 -0.705412 0.00 -0.02 0.00 -0.242
C -3.573595 -0.868099 0.290837 0.02 -0.04 -0.03 -0.235
C -4.797054 -1.408189 0.930544 0.11 0.00 0.00 0.478
O -4.737303 -2.212725 1.837443 -0.07 0.00 -0.01 -0.500
H -6.988635 -1.335293 0.900838 0.03 -0.02 0.03 0.223
H -7.125354 0.309910 -0.960860 0.03 0.03 -0.03 0.224
H -2.763832 0.417991 -1.183678 0.01 0.02 0.04 0.251
H -2.623992 -1.224458 0.672709 -0.03 0.04 0.00 0.270
```
Forces are in eV/Å.

Results
Highest occupied orbital energy ... -5.550 eV
Charge ... -1
Frontier orbital gap ... 6.02 eV
Lowest unoccupied orbital energy ... 0.5 eV

The following is a DFT calculation (ωB97M-V/def2-TZVPD) of C10H15Br3Cl2O4 as an isolated structure at a distorted geometry.

```
34
Properties=species:S:1:pos:R:3:forces:R:3:nbo_charge:R:1
O 0.279483 7.487196 1.982842 0.02 0.28 0.19 -0.560
C 0.145172 6.471376 1.377286 -0.17 -0.27 -0.25 0.792
O 1.063640 5.479040 1.417540 0.29 -0.16 -0.26 -0.491
C 0.645478 4.309840 0.692842 -1.18 0.03 0.41 -0.070
C -0.809825 4.581566 0.226349 0.19 -0.11 -0.37 -0.434
C -0.964985 6.083776 0.419163 0.16 0.01 -0.04 -0.530
H 0.624444 3.510253 1.426578 0.37 -0.24 -0.21 0.193
H 1.285095 4.067546 -0.150476 0.41 0.25 0.18 0.188
H -1.503192 3.964111 0.795384 -0.09 0.30 0.22 0.215
H -0.964503 4.305150 -0.817151 0.14 -0.04 0.03 0.215
H -1.938107 6.428098 0.752240 0.01 0.01 0.13 0.244
H -0.718890 6.624402 -0.499592 -0.15 -0.04 -0.04 0.237
O 2.575422 -1.668326 -1.439504 0.22 0.30 0.22 -0.577
C 2.164815 -2.591265 -2.073771 -0.28 -0.07 -0.16 0.795
O 2.821304 -3.089404 -3.147436 0.10 0.18 -0.13 -0.483
C 2.096675 -4.182512 -3.713040 -0.37 -0.80 -0.15 -0.075
C 0.654963 -4.032508 -3.224716 0.40 -0.22 0.71 -0.425
C 0.897496 -3.377929 -1.854412 -0.39 -0.26 -0.49 -0.533
H 2.532101 -5.123648 -3.359741 0.02 0.13 0.18 0.177
H 2.185016 -4.213684 -4.797035 0.15 0.48 0.00 0.201
H 0.163937 -4.996622 -3.105440 -0.07 0.03 -0.26 0.224
H 0.067097 -3.388776 -3.874234 0.00 0.04 -0.04 0.214
H 1.108183 -4.126846 -1.086978 -0.04 -0.01 0.00 0.240
H 0.056145 -2.777378 -1.522382 0.17 0.20 0.17 0.243
C 0.703737 -0.808677 1.171802 0.52 -0.81 0.25 -0.396
Cl -0.628244 -1.916295 1.586060 -0.06 0.04 -0.25 -0.058
Cl 0.559662 0.709566 2.036672 -0.04 0.20 -0.19 -0.015
H 1.611121 -1.303078 1.504565 -0.01 0.12 0.09 0.227
H 0.785471 -0.715741 0.094015 -0.33 0.40 0.05 0.241
C -3.369389 -3.094480 3.861904 -0.08 -0.41 -0.69 -0.504
Br -4.245111 -2.128372 2.443441 -0.11 0.06 -0.01 0.084
Br -3.520415 -5.005243 3.564552 0.02 0.08 0.04 0.071
Br -4.043207 -2.611898 5.566759 0.07 0.15 0.27 0.119
H -2.320600 -2.869246 3.745903 0.09 0.14 0.38 0.229
```
Forces are in eV/Å.

Results
Highest occupied orbital energy ... -10.153 eV
Charge ... 0
Frontier orbital gap ... 10.19 eV
Lowest unoccupied orbital energy ... 0.0 eV

The following is a DFT calculation (ωB97M-V/def2-TZVPD) of a 2-piece molecular cluster, C10H15BrSi overall at a distorted geometry.

```
27
Properties=species:S:1:pos:R:3:forces:R:3:lowdin_spin:R:1
C -3.623303 -0.628031 -1.219516 -2.04 3.06 0.99 -0.021
C -2.873914 -1.735631 -1.189556 1.89 -0.28 -1.38 0.034
C -4.102655 0.031798 -0.021809 0.99 0.48 -1.42 0.032
C -2.504370 -2.259505 0.073190 -0.10 -2.22 -1.28 0.102
C -3.745112 -0.533678 1.161200 0.71 -0.14 2.93 0.100
C -3.022242 -1.718349 1.183771 -0.24 0.75 -0.65 0.715
C 2.593740 0.975277 -0.257444 -0.04 0.43 2.15 0.023
C 0.834549 -0.084687 -1.510190 -0.16 0.87 -1.04 0.009
C 0.140314 1.481118 0.243685 2.67 3.17 1.20 0.011
C 1.159241 0.403721 -0.096276 0.57 -0.49 -1.62 0.118
Si 1.483093 -1.001322 1.152213 1.09 -1.02 0.57 0.617
Br 1.579706 -3.085562 0.234657 -0.43 0.29 -0.11 0.117
H -3.833437 -0.069222 -2.120669 0.06 -0.34 -0.35 -0.001
H -2.383868 -1.993985 -2.199669 -0.82 -0.36 1.94 0.006
H -4.459293 1.092030 -0.054838 -0.07 -1.29 -0.09 0.005
H -2.023282 -3.230706 0.041938 0.51 0.16 0.36 0.014
H -3.784661 -0.084903 2.180652 -0.77 0.20 -1.04 0.018
H 2.478112 1.731198 -1.023243 0.68 0.27 -0.18 0.007
H 3.044490 1.401308 0.707776 -0.79 -0.29 -1.29 0.001
H 3.246452 0.144951 -0.506331 0.28 0.17 -0.60 0.003
H 1.144187 0.635935 -2.299984 -0.35 0.49 0.81 0.005
H -0.216365 -0.199189 -1.622952 -1.02 -0.29 -0.12 0.001
H 1.298115 -0.919668 -1.963777 0.67 -1.59 0.51 0.002
H -0.063249 2.252515 -0.586809 0.68 -1.31 0.88 0.000
H -0.810639 1.254491 0.639174 -0.99 -0.97 0.43 0.003
H 0.730686 2.069204 1.078607 -1.60 -0.58 -1.30 0.002
H 2.992414 -1.162351 1.643986 -1.38 0.81 -0.29 0.076
```
Forces are in eV/Å.

Results
Highest occupied orbital energy (alpha / beta) ... -7.818 / -9.503 eV
Charge ... 0
Multiplicity ... 3
Frontier orbital gap (alpha / beta) ... 8.53 / 8.34 eV
Energy relative to the best compared isomer or geometry (same formula, charge and spin) ... 0.00 kcal per mole
Lowest unoccupied orbital energy (alpha / beta) ... 0.7 / -1.2 eV

The following is a DFT calculation (ωB97M-V/def2-TZVPD) of C10H15Cl2LuNS as an isolated structure at a distorted geometry.

```
30
Properties=species:S:1:pos:R:3:forces:R:3:nbo_charge:R:1
Lu 1.037734 -0.210899 0.819330 -1.51 -1.07 2.84 1.388
Cl 0.846919 -2.606547 0.410268 -0.30 -1.20 0.22 -0.622
Cl 2.262242 1.492453 2.099687 0.45 1.02 1.11 -0.647
C 2.465233 0.052285 -0.627217 0.10 0.49 -2.03 -0.934
H 3.056359 0.967879 -0.604761 0.21 -0.26 -0.26 0.216
H 2.875898 -0.769550 -1.209668 0.21 0.27 -0.27 0.211
C -0.164947 0.904683 -0.684458 -2.72 -0.96 3.79 -0.686
C 0.973203 0.479089 -1.389796 4.36 0.36 -4.65 -0.313
H 0.026095 1.639759 0.136635 -0.20 0.49 -0.93 0.199
C 0.697388 -0.563831 -2.535173 -0.15 0.48 0.81 -0.392
H 1.330829 1.379480 -1.917973 0.59 -0.15 -0.50 0.165
C -0.481907 -0.108822 -3.388972 0.12 -0.07 0.10 -0.397
H 1.600667 -0.665855 -3.147708 -0.10 0.08 0.16 0.199
H 0.498627 -1.541316 -2.073156 -0.07 0.13 -0.17 0.216
C -1.731011 0.085487 -2.537951 -0.11 -0.03 0.30 -0.389
H -0.224280 0.837741 -3.880722 0.03 0.01 0.02 0.180
H -0.675884 -0.836649 -4.184762 -0.06 0.04 -0.01 0.187
C -1.505936 1.009752 -1.323804 -0.32 0.40 -0.25 -0.375
H -2.537458 0.493549 -3.158323 -0.03 -0.05 0.08 0.184
H -2.072233 -0.894151 -2.180977 0.11 0.01 -0.01 0.190
H -1.670613 2.049396 -1.644165 -0.19 0.14 -0.31 0.154
H -2.281711 0.806653 -0.574498 -0.13 0.10 -0.20 0.184
S -2.074916 -0.849468 4.585734 1.16 0.32 -0.05 0.389
C -0.542265 -0.480548 5.363647 0.32 0.00 -1.30 -0.447
C 0.433099 -0.272917 4.411887 -1.70 -0.28 -0.46 -0.016
N -0.024215 -0.389323 3.090512 -1.79 -0.68 0.88 -0.474
C -1.326690 -0.695472 3.029548 2.00 0.40 1.04 -0.111
H -0.401685 -0.430535 6.433427 -0.25 -0.06 -0.09 0.239
H 1.473417 -0.019753 4.589696 -0.25 0.00 -0.14 0.249
H -1.861969 -0.862559 2.093725 0.22 0.09 0.28 0.253
```
Forces are in eV/Å.

Results
Highest occupied orbital energy ... -2.654 eV
Charge ... -1
Frontier orbital gap ... 5.00 eV
Energy relative to the best compared isomer or geometry (same formula, charge and spin) ... 0.00 kcal per mole
Lowest unoccupied orbital energy ... 2.3 eV

- Look up the charge of the third one.
  0

- What is the charge in the second record?
  0

- charge of number 2 (C10H15Br3Cl2O4)?
  0